[1]
Density functional theory data (ωB97M-V/def2-TZVPD) for a cluster of 2 separate species, H4N2O3Si in total.

XYZ file:
```
10
Properties=species:S:1:pos:R:3:forces:R:3:nbo_charge:R:1
Si -0.671 0.671 0.583 -1.85 2.12 -4.58 1.88
O -2.415 0.452 0.456 2.55 0.58 0.26 -0.91
O -0.020 1.555 -0.599 -1.32 -2.34 3.45 -1.14
O -3.700 1.441 -1.268 1.37 -1.36 1.24 -0.13
N -2.988 0.572 -1.079 -0.51 0.88 -0.47 0.49
N 2.519 -1.270 0.291 -3.34 -2.67 -2.82 -1.09
H 0.048 -0.161 1.561 -0.44 0.16 0.19 -0.20
H 1.676 -0.688 0.490 1.31 -0.61 -0.49 0.34
H 2.222 -1.889 -0.750 1.87 3.09 4.17 0.38
H 3.329 -0.683 0.315 0.37 0.14 -0.95 0.37
```
Forces are in eV/Å.

Kohn-Sham gap, eV: 8.7
DFT total energy, Ha: -626.99709
Spin multiplicity: 1
SMILES string: O=NO[SiH]=O.N

[2]
Density functional theory data (ωB97M-V/def2-TZVPD) for a cluster of 2 separate species, C6H12O in total.

XYZ file:
```
19
Properties=species:S:1:pos:R:3:forces:R:3:nbo_charge:R:1
O 0.741 0.967 -2.630 -0.02 -0.29 -0.37 -0.92
C 0.691 -0.701 0.770 -1.40 -0.36 -1.25 -0.16
C -0.640 1.266 0.235 -1.11 0.48 0.67 -0.22
C 0.938 -2.164 0.985 0.94 0.33 -0.12 -0.66
C -1.752 -1.020 0.543 -0.10 0.15 0.36 -0.64
C 0.350 2.148 0.192 0.71 0.08 0.61 -0.36
C -0.540 -0.126 0.675 1.82 -1.07 -0.49 -0.05
H -2.319 -0.672 -0.318 -0.31 0.21 0.16 0.22
H -2.389 -1.078 1.429 -0.13 0.22 -0.09 0.22
H -1.480 -2.039 0.288 0.21 -0.11 0.12 0.21
H 1.940 -2.206 1.426 -0.26 -0.46 0.42 0.22
H 1.074 -2.713 0.041 -0.31 0.19 -0.01 0.21
H 0.887 0.305 -1.957 0.15 0.05 0.92 0.46
H 0.192 -2.671 1.581 0.04 -0.07 0.24 0.22
H -1.674 1.573 0.072 0.28 0.07 -0.87 0.20
H 1.269 1.932 0.731 0.18 -0.24 -0.43 0.19
H 1.547 -0.211 0.318 0.10 0.51 0.67 0.19
H 0.371 3.106 -0.305 -0.65 0.11 0.14 0.21
H 0.478 0.378 -3.338 -0.14 0.21 -0.69 0.46
```
Forces are in eV/Å.

Kohn-Sham gap, eV: 9.0
DFT total energy, Ha: -310.98149
Spin multiplicity: 1
SMILES string: C=C/C(C)=C/C.O